DFT (ωB97M-V with the def2-TZVPD basis set) results for an isolated molecule of C3H5NO2.

Summary:
- HOMO-LUMO gap (Eh) = 0.3756
- strongest force on any atom (eV/Å) = 0.5
- structure (SMILES) = CC(=O)C(N)=O
- ΔE to the lowest compared entry with this formula, charge and spin (kcal per mole) = 7.04

Atoms and positions in Å:
C -0.17 0.50 1.62
C 0.59 0.16 0.37
O 1.78 0.33 0.21
C -0.23 -0.58 -0.70
N 0.01 -0.28 -2.00
O -1.00 -1.45 -0.35
H 0.30 1.32 2.17
H -1.21 0.75 1.38
H -0.18 -0.40 2.23
H 0.61 0.47 -2.28
H -0.50 -0.83 -2.68

How is the electron density shared among the atoms? According to Mulliken, the charges in e are:
1 C -0.956
2 C 0.562
3 O -0.522
4 C 0.527
5 N -0.383
6 O -0.580
7 H 0.322
8 H 0.320
9 H 0.251
10 H 0.217
11 H 0.242

DFT (ωB97M-V with the def2-TZVPD basis set) results for an isolated molecule of C3H5NO2.

Summary:
- HOMO-LUMO gap (Eh) = 0.4091
- strongest force on any atom (eV/Å) = 1.0
- structure (SMILES) = [H]/N=C1\OC[C@@H]1O
- ΔE to the lowest compared entry with this formula, charge and spin (kcal per mole) = 54.96

Atoms and positions in Å:
H 0.63 2.29 -1.62
N 0.72 1.29 -1.44
C 0.15 0.78 -0.45
O -0.55 1.18 0.71
C -0.47 -0.19 1.25
C -0.19 -0.64 -0.17
O 0.51 -1.75 -0.57
H -1.39 -0.61 1.68
H 0.35 -0.25 1.97
H -1.20 -0.59 -0.60
H 1.43 -1.50 -0.75

How is the electron density shared among the atoms? According to Mulliken, the charges in e are:
1 H 0.261
2 N -0.591
3 C 0.228
4 O -0.368
5 C -0.349
6 C 0.311
7 O -0.536
8 H 0.243
9 H 0.254
10 H 0.207
11 H 0.340

DFT (ωB97M-V with the def2-TZVPD basis set) results for an isolated molecule of C3H5NO2.

Summary:
- HOMO-LUMO gap (Eh) = 0.4378
- strongest force on any atom (eV/Å) = 1.2
- structure (SMILES) = N#CCOCO
- ΔE to the lowest compared entry with this formula, charge and spin (kcal per mole) = 39.09

Atoms and positions in Å:
N 0.42 2.50 0.82
C 0.77 1.52 0.31
C 1.12 0.27 -0.40
O -0.02 -0.28 -1.02
C -0.87 -1.01 -0.16
O -1.09 -0.38 1.06
H 1.83 0.51 -1.19
H 1.59 -0.44 0.31
H -1.78 -1.16 -0.75
H -0.41 -1.98 0.09
H -1.56 0.45 0.92

How is the electron density shared among the atoms? According to Mulliken, the charges in e are:
1 N -0.426
2 C 0.295
3 C -0.199
4 O -0.362
5 C -0.252
6 O -0.508
7 H 0.297
8 H 0.262
9 H 0.250
10 H 0.304
11 H 0.337

DFT (ωB97M-V with the def2-TZVPD basis set) results for a cluster of 2 separate species, C3H5NO2 in total.

Summary:
- HOMO-LUMO gap (alpha / beta) (Eh) = 0.3014 / 0.3014
- strongest force on any atom (eV/Å) = 1.4
- ΔE to the lowest compared entry with this formula, charge and spin (kcal per mole) = 140.36

Atoms and positions in Å:
N 1.61 0.72 0.47
C 2.02 0.32 -0.53
O -0.41 -0.51 -1.01
C -1.02 -1.03 0.17
C -1.07 0.43 -0.04
O -0.35 1.30 0.62
H 1.50 0.95 1.44
H 1.89 0.08 -1.57
H -0.32 -1.39 0.94
H -1.87 -1.69 0.00
H -1.99 0.81 -0.51

How is the electron density shared among the atoms? According to Mulliken, the charges in e are:
1 N -0.013
2 C -0.001
3 O -0.484
4 C -0.520
5 C 0.291
6 O -0.766
7 H 0.349
8 H 0.349
9 H 0.185
10 H 0.240
11 H 0.371

DFT (ωB97M-V with the def2-TZVPD basis set) results for a structure of composition C3H5NO2.

Summary:
- HOMO-LUMO gap (Eh) = 0.3485
- strongest force on any atom (eV/Å) = 1.0
- ΔE to the lowest compared entry with this formula, charge and spin (kcal per mole) = 137.63

Atoms and positions in Å:
N 2.45 1.12 0.20
C 1.34 0.74 0.00
O -0.50 1.42 0.39
C -1.41 0.59 0.19
C -0.42 -1.28 -0.29
O 0.79 -0.97 -0.49
H 3.41 0.85 0.19
H -1.99 0.62 -0.75
H -1.90 0.10 1.05
H -0.69 -1.76 0.66
H -1.08 -1.45 -1.15

How is the electron density shared among the atoms? According to Mulliken, the charges in e are:
1 N -0.308
2 C 0.227
3 O -0.405
4 C -0.318
5 C -0.340
6 O -0.370
7 H 0.269
8 H 0.301
9 H 0.310
10 H 0.317
11 H 0.316

DFT (ωB97M-V with the def2-TZVPD basis set) results for an isolated molecule of C3H5NO2.

Summary:
- HOMO-LUMO gap (Eh) = 0.3949
- strongest force on any atom (eV/Å) = 2.0
- structure (SMILES) = O=CCNC=O
- ΔE to the lowest compared entry with this formula, charge and spin (kcal per mole) = 25.55

Atoms and positions in Å:
O -2.08 0.12 -1.88
C -1.12 0.38 -1.22
C -0.01 -0.50 -0.73
N 0.09 -0.49 0.75
C 1.02 0.30 1.32
O 1.83 1.00 0.73
H -1.00 1.38 -0.73
H 0.98 -0.08 -0.97
H -0.10 -1.55 -1.01
H -0.65 -0.84 1.32
H 1.05 0.27 2.42

How is the electron density shared among the atoms? According to Mulliken, the charges in e are:
1 O -0.436
2 C 0.128
3 C -0.421
4 N -0.197
5 C 0.042
6 O -0.539
7 H 0.274
8 H 0.293
9 H 0.273
10 H 0.221
11 H 0.363

DFT (ωB97M-V with the def2-TZVPD basis set) results for an isolated molecule of C3H5NO2.

Summary:
- HOMO-LUMO gap (alpha / beta) (Eh) = 0.3257 / 0.2684
- strongest force on any atom (eV/Å) = 2.2
- ΔE to the lowest compared entry with this formula, charge and spin (kcal per mole) = 109.85

Atoms and positions in Å:
O 0.50 1.66 1.10
C -0.03 1.31 -0.06
C 0.84 -1.09 0.47
O -0.53 -0.93 0.46
C -0.69 0.08 -0.44
N -1.32 0.00 -1.54
H 0.82 0.83 1.51
H -0.31 2.17 -0.65
H 1.25 -1.38 -0.50
H 1.16 -1.70 1.32
H -1.68 -0.95 -1.65

How is the electron density shared among the atoms? According to Mulliken, the charges in e are:
1 O -0.430
2 C 0.005
3 C -0.656
4 O -0.325
5 C 0.567
6 N -0.685
7 H 0.383
8 H 0.357
9 H 0.246
10 H 0.267
11 H 0.269

DFT (ωB97M-V with the def2-TZVPD basis set) results for a structure of composition C3H5NO2.

Summary:
- HOMO-LUMO gap (Eh) = 0.3210
- strongest force on any atom (eV/Å) = 3.1
- ΔE to the lowest compared entry with this formula, charge and spin (kcal per mole) = 131.32

Atoms and positions in Å:
N -1.05 -1.86 -0.16
C -0.01 -0.97 -0.38
O -1.06 -0.17 -0.59
C -0.12 1.55 0.57
C 0.97 0.77 0.54
O 0.84 -0.57 0.74
H -1.07 -2.56 -0.93
H 0.64 -1.12 -1.25
H -1.00 1.29 1.15
H -0.09 2.54 0.12
H 1.94 1.11 0.19

How is the electron density shared among the atoms? According to Mulliken, the charges in e are:
1 N -0.462
2 C 0.347
3 O -0.379
4 C -0.552
5 C -0.149
6 O -0.367
7 H 0.289
8 H 0.412
9 H 0.232
10 H 0.270
11 H 0.360

DFT (ωB97M-V with the def2-TZVPD basis set) results for a structure of composition C3H5NO2.

Summary:
- HOMO-LUMO gap (Eh) = 0.3527
- strongest force on any atom (eV/Å) = 0.5
- ΔE to the lowest compared entry with this formula, charge and spin (kcal per mole) = 71.27

Atoms and positions in Å:
N 1.11 1.28 1.10
C 0.73 0.61 -0.04
O 1.29 0.80 -1.12
C -0.42 -0.33 0.09
C -1.01 -0.82 -1.11
O -1.45 -2.00 -0.93
H 0.81 0.94 2.01
H 2.00 1.75 1.07
H -1.16 -0.10 0.86
H -0.80 -1.80 0.15
H -1.09 -0.34 -2.09

How is the electron density shared among the atoms? According to Mulliken, the charges in e are:
1 N -0.421
2 C 0.488
3 O -0.632
4 C -0.699
5 C 0.136
6 O -0.457
7 H 0.213
8 H 0.253
9 H 0.312
10 H 0.437
11 H 0.371

DFT (ωB97M-V with the def2-TZVPD basis set) results for an isolated molecule of C3H5NO2.

Summary:
- HOMO-LUMO gap (alpha / beta) (Eh) = 0.2753 / 0.2971
- strongest force on any atom (eV/Å) = 0.6
- ΔE to the lowest compared entry with this formula, charge and spin (kcal per mole) = 110.26

Atoms and positions in Å:
O 1.54 1.94 -0.17
C 1.02 0.86 0.49
C -1.77 -0.77 -0.13
N -0.49 -1.10 -0.11
C 0.59 -0.28 -0.26
O 1.75 -0.39 0.52
H 1.50 1.73 -1.11
H 0.65 1.17 1.47
H -2.03 0.27 -0.03
H -2.48 -1.50 -0.50
H -0.26 -2.08 -0.17

How is the electron density shared among the atoms? According to Mulliken, the charges in e are:
1 O -0.448
2 C 0.353
3 C -0.489
4 N 0.011
5 C -0.502
6 O -0.422
7 H 0.337
8 H 0.368
9 H 0.260
10 H 0.252
11 H 0.280

DFT (ωB97M-V with the def2-TZVPD basis set) results for an isolated molecule of C3H5NO2S.

Summary:
- HOMO-LUMO gap (Eh) = 0.3735
- strongest force on any atom (eV/Å) = 5.3
- structure (SMILES) = C=NOCC(=O)S
- ΔE to the lowest compared entry with this formula, charge and spin (kcal per mole) = 80.64

Atoms and positions in Å:
C -2.70 0.59 -0.26
N -1.80 -0.32 -0.49
O -1.24 -0.59 0.69
C 0.01 -1.31 0.23
C 1.25 -0.38 -0.09
O 2.20 -1.05 -0.38
S 1.06 1.38 0.11
H -2.94 1.07 0.70
H -3.28 0.79 -1.07
H 0.43 -2.03 1.06
H -0.08 -1.80 -0.79
H 2.41 1.78 -0.05

How is the electron density shared among the atoms? According to Mulliken, the charges in e are:
1 C -0.353
2 N -0.427
3 O -0.137
4 C -0.115
5 C 0.377
6 O -0.482
7 S -0.223
8 H 0.264
9 H 0.322
10 H 0.294
11 H 0.304
12 H 0.175

DFT (ωB97M-V with the def2-TZVPD basis set) results for a structure of composition C3H5NO2S.

Summary:
- HOMO-LUMO gap (Eh) = 0.2824
- strongest force on any atom (eV/Å) = 6.2
- ΔE to the lowest compared entry with this formula, charge and spin (kcal per mole) = 114.45

Atoms and positions in Å:
C -0.03 2.36 1.39
C 0.24 0.44 0.07
C 1.39 -0.24 -0.53
H 0.55 3.50 1.40
H -0.97 2.43 0.65
H -0.57 2.09 2.30
H 2.16 0.81 -0.67
H -2.44 -1.42 -0.11
N -1.00 0.02 0.35
O 0.72 1.43 0.76
O 1.36 -1.47 -0.74
S -1.12 -1.41 -0.74

How is the electron density shared among the atoms? According to Mulliken, the charges in e are:
1 C -0.650
2 C 0.626
3 C 0.248
4 H 0.214
5 H 0.287
6 H 0.304
7 H 0.196
8 H 0.175
9 N -0.462
10 O -0.298
11 O -0.480
12 S -0.162